(1)
{
  "formula": "C21H47F2InNO28P5S2",
  "method": "the ωB97M-V functional and the def2-TZVPD basis",
  "symbols": ["In", "N", "S", "O", "O", "F", "S", "O", "O", "F", "C", "C", "C", "O", "C", "C", "C", "O", "O", "O", "H", "H", "C", "O", "P", "O", "O", "C", "O", "C", "H", "H", "H", "H", "H", "H", "H", "H", "H", "C", "O", "P", "O", "O", "C", "O", "C", "H", "H", "H", "H", "H", "H", "H", "H", "H", "C", "O", "P", "O", "O", "C", "O", "C", "H", "H", "H", "H", "H", "H", "H", "H", "H", "C", "O", "P", "O", "O", "C", "O", "C", "H", "H", "H", "H", "H", "H", "H", "H", "H", "C", "O", "P", "O", "O", "C", "O", "C", "H", "H", "H", "H", "H", "H", "H", "H", "H"],
  "xyz": [[-2.9701, 18.0092, 5.6072], [1.3055, 19.0713, 8.1669], [2.1323, 18.4244, 9.2407], [2.4840, 19.1301, 10.4867], [3.1116, 17.4544, 8.7919], [0.8695, 17.5303, 9.7566], [2.3859, 20.3545, 7.9749], [3.7367, 20.0002, 7.5225], [2.2322, 21.4949, 8.8462], [1.7071, 20.9153, 6.6300], [-8.9223, 21.3758, 1.7434], [-8.1036, 20.9215, 2.8070], [-8.6353, 21.0309, 4.3244], [-7.9352, 20.6214, 5.2757], [-9.9729, 21.5935, 4.4755], [-10.6915, 22.0170, 3.3746], [-10.1514, 21.9473, 1.9675], [-10.7937, 22.4075, 0.9309], [-11.8053, 22.6015, 3.7000], [-6.9402, 20.4388, 2.6267], [-8.6095, 21.3133, 0.7116], [-10.3850, 21.7216, 5.4655], [-4.8358, 19.2041, 14.9805], [-4.6398, 18.9847, 13.6009], [-4.4257, 20.1391, 12.4856], [-4.0576, 19.5839, 11.1700], [-5.8625, 20.9366, 12.5692], [-6.1334, 22.0032, 11.6482], [-3.3738, 21.1009, 13.2372], [-2.8363, 22.1953, 12.5832], [-3.8665, 19.1188, 15.4719], [-5.5165, 18.4559, 15.3866], [-5.2475, 20.1959, 15.1674], [-6.2503, 22.9404, 12.1923], [-7.0217, 21.8241, 11.0424], [-5.3187, 22.2229, 10.9582], [-1.7891, 22.1498, 12.8823], [-3.3039, 23.1179, 12.9269], [-2.8883, 22.0695, 11.5017], [-1.9067, 22.5279, -0.9510], [-1.1079, 21.4910, -1.4660], [0.1130, 20.9461, -0.5442], [-0.3313, 20.4914, 0.8104], [0.8689, 19.8858, -1.5593], [2.2252, 19.5617, -1.2566], [1.0829, 22.2407, -0.5089], [1.2816, 23.0869, -1.6085], [-1.8880, 22.6413, 0.1330], [-2.9018, 22.3845, -1.3720], [-1.5999, 23.4569, -1.4315], [2.5001, 19.8550, -0.2435], [2.7659, 20.2204, -1.9362], [2.3943, 18.4891, -1.3521], [2.2323, 22.7555, -2.0262], [1.3758, 24.1183, -1.2684], [0.4795, 23.0577, -2.3460], [-0.4925, 9.9604, 10.2617], [-0.8433, 11.1750, 9.5683], [-2.2495, 11.3753, 8.7718], [-2.4420, 12.7086, 8.1394], [-2.4019, 10.0899, 7.8368], [-2.0206, 10.1493, 6.4661], [-3.3491, 11.1096, 9.9535], [-3.3463, 11.9263, 11.1473], [-0.5988, 10.1850, 11.3230], [0.5607, 9.7417, 10.0859], [-1.0321, 9.0463, 10.0141], [-1.3383, 9.3143, 6.3071], [-1.5249, 11.0875, 6.2165], [-2.9016, 9.9896, 5.8444], [-2.7024, 12.7946, 11.0076], [-2.9470, 11.4723, 12.0543], [-4.3188, 12.3807, 11.3364], [-5.3907, 26.0877, 5.0431], [-3.9932, 26.2829, 5.0891], [-2.9846, 25.4539, 6.0498], [-2.9693, 23.9684, 5.7277], [-3.5249, 25.8496, 7.5198], [-3.5448, 27.1311, 8.0453], [-1.5623, 26.2452, 5.8728], [-0.9202, 26.2553, 4.5614], [-5.7178, 25.7072, 4.0755], [-5.9733, 26.9874, 5.2413], [-5.6958, 25.3637, 5.7986], [-3.3988, 27.0546, 9.1228], [-4.4890, 27.6449, 7.8647], [-2.6121, 27.6276, 7.7775], [-0.6812, 27.2783, 4.2706], [-1.5307, 25.7568, 3.8084], [0.0369, 25.7361, 4.6101], [-7.1304, 14.5125, -0.0938], [-6.1896, 13.4729, -0.2098], [-4.5626, 13.7254, -0.2444], [-4.1017, 14.6371, 0.8441], [-4.1879, 14.0893, -1.7811], [-2.9375, 14.6529, -2.1690], [-3.9669, 12.2218, -0.1465], [-3.9070, 11.2943, -1.2407], [-7.7591, 14.3698, 0.7851], [-7.7806, 14.3643, -0.9560], [-6.7401, 15.5270, -0.0138], [-2.4270, 14.9249, -1.2451], [-3.1292, 15.5874, -2.6962], [-2.3470, 13.9623, -2.7711], [-4.3718, 10.3123, -1.1535], [-2.8400, 11.1344, -1.3959], [-4.3640, 11.6515, -2.1636]]
}


(2)
{
  "formula": "C21H47N3O7S",
  "method": "the ωB97M-V functional and the def2-TZVPD basis",
  "symbols": ["C", "C", "C", "O", "C", "C", "C", "N", "C", "C", "N", "N", "C", "S", "H", "H", "H", "H", "H", "H", "H", "H", "H", "H", "H", "C", "C", "O", "H", "H", "H", "H", "H", "H", "C", "C", "O", "H", "H", "H", "H", "H", "H", "C", "C", "O", "H", "H", "H", "H", "H", "H", "C", "C", "O", "H", "H", "H", "H", "H", "H", "C", "C", "O", "H", "H", "H", "H", "H", "H", "C", "C", "O", "H", "H", "H", "H", "H", "H"],
  "xyz": [[0.7375, 0.2461, -0.5907], [1.2293, -0.6438, -1.7593], [0.8244, -2.1005, -1.6296], [-0.5798, -2.2876, -1.4606], [-1.3499, -2.0084, -2.6008], [-2.1229, -0.6895, -2.3774], [-2.0559, 0.2198, -3.5140], [-1.9699, 0.9756, -4.3726], [-3.5791, -0.9051, -1.9096], [-4.1352, 0.3953, -1.5243], [-4.5048, 1.4587, -1.3089], [-3.5235, -1.8527, -0.7612], [-3.2411, -1.3896, 0.3280], [-2.6532, -0.7798, 1.6337], [0.1692, -0.3285, 0.1389], [0.0287, 0.9822, -0.9814], [1.5459, 0.7955, -0.1194], [0.8600, -0.2316, -2.7022], [2.3140, -0.5709, -1.7733], [1.1314, -2.6161, -2.5483], [1.3799, -2.5679, -0.8223], [-2.0434, -2.8410, -2.7417], [-0.7376, -1.9335, -3.5012], [-1.6272, -0.1813, -1.5488], [-4.2009, -1.3568, -2.6798], [2.6791, -1.0027, 3.2638], [2.1079, -1.8446, 2.1412], [2.8354, -1.6713, 0.9233], [2.6690, 0.0515, 2.9874], [2.1078, -1.1262, 4.1844], [3.7186, -1.2745, 3.4635], [1.0798, -1.5478, 1.9349], [2.1101, -2.9064, 2.4119], [3.7426, -1.9491, 1.0848], [3.8774, 3.8377, 3.1954], [3.5183, 3.1944, 4.5201], [4.1847, 1.9480, 4.7044], [3.6341, 3.1649, 2.3714], [3.3342, 4.7716, 3.0548], [4.9497, 4.0443, 3.1418], [2.4518, 2.9734, 4.5570], [3.7563, 3.8657, 5.3522], [5.1343, 2.1021, 4.6921], [-0.2147, 4.3270, 0.3600], [0.4396, 4.3728, 1.7276], [1.3045, 5.4981, 1.8720], [0.5443, 4.2955, -0.4221], [-0.8564, 3.4501, 0.2609], [-0.8233, 5.2187, 0.1925], [1.0588, 3.4895, 1.8838], [-0.3226, 4.3984, 2.5146], [0.7778, 6.2948, 1.7527], [4.7911, -1.9150, -4.4141], [4.9579, -1.7823, -2.9120], [4.0219, -2.5887, -2.2013], [3.7787, -1.6360, -4.7084], [5.4987, -1.2777, -4.9460], [4.9532, -2.9481, -4.7308], [4.7782, -0.7550, -2.5970], [5.9757, -2.0561, -2.6146], [4.1702, -3.5060, -2.4526], [-2.7748, 2.0754, 5.7007], [-2.3023, 1.7288, 4.3019], [-1.6823, 0.4453, 4.2536], [-1.9382, 2.0537, 6.3998], [-3.2285, 3.0671, 5.7264], [-3.5138, 1.3502, 6.0491], [-1.5524, 2.4426, 3.9629], [-3.1410, 1.7548, 3.5970], [-2.3310, -0.2063, 4.5405], [-5.5380, -3.6281, -5.3040], [-6.3413, -3.8485, -4.0352], [-5.5696, -4.4966, -3.0303], [-5.1711, -4.5794, -5.6899], [-6.1417, -3.1461, -6.0740], [-4.6666, -2.9970, -5.1068], [-7.1986, -4.4897, -4.2326], [-6.7146, -2.8932, -3.6486], [-4.8153, -3.9319, -2.8337]]
}


(3)
{
  "formula": "C21H48ClIN3O8",
  "method": "the ωB97M-V functional and the def2-TZVPD basis",
  "charge": 1,
  "symbols": ["C", "C", "O", "C", "O", "C", "C", "C", "N", "I", "C", "N", "C", "C", "C", "C", "O", "Cl", "N", "H", "H", "H", "H", "H", "H", "H", "H", "H", "H", "H", "H", "H", "H", "H", "H", "H", "H", "C", "C", "O", "H", "H", "H", "H", "H", "H", "C", "C", "O", "H", "H", "H", "H", "H", "H", "C", "C", "O", "H", "H", "H", "H", "H", "H", "C", "C", "O", "H", "H", "H", "H", "H", "H", "C", "C", "O", "H", "H", "H", "H", "H", "H"],
  "xyz": [[-6.2263, -5.0752, -2.8408], [-6.0863, -4.1873, -4.2360], [-4.7063, -3.7878, -4.5539], [-4.6332, -2.9064, -5.7295], [-5.7188, -2.7353, -6.5333], [-3.2690, -2.0972, -6.2305], [-1.9584, -2.3636, -5.2721], [-1.4125, -0.9577, -4.5559], [-1.0421, -1.3450, -3.1341], [-2.5421, -1.4311, -1.6744], [0.2671, -1.6688, -2.8247], [1.5063, -1.6852, -3.7440], [2.7304, -1.2271, -2.9386], [2.1038, -1.2082, -1.4244], [1.9887, 0.1940, -0.5862], [1.4309, 1.4775, -1.4362], [1.0140, 1.4845, -2.7039], [1.3194, 3.1129, -0.5025], [0.8898, -2.1173, -1.5115], [-6.2770, -4.4173, -1.8680], [-7.2783, -5.6317, -2.9096], [-5.4062, -5.9053, -2.7378], [-6.5272, -4.8351, -5.1051], [-6.7468, -3.2252, -4.1480], [-3.4897, -0.9388, -6.2138], [-2.9565, -2.4293, -7.3235], [-1.0946, -2.8595, -5.9142], [-2.1907, -3.1103, -4.4015], [-2.2645, -0.1516, -4.5650], [-0.5182, -0.5765, -5.2074], [1.5082, -0.9730, -4.5085], [3.5280, -2.0305, -3.2397], [3.1372, -0.1915, -3.3198], [2.9036, -1.8356, -0.8226], [3.0037, 0.4339, -0.0407], [1.1976, 0.0025, 0.2870], [0.2976, -2.0712, -0.6534], [-3.7440, -9.3533, -3.9222], [-5.0509, -8.9506, -3.2708], [-5.4157, -7.6420, -3.6838], [-2.9485, -8.6500, -3.6553], [-3.4464, -10.3584, -3.6104], [-3.8330, -9.3342, -5.0133], [-4.9513, -8.9496, -2.1813], [-5.8545, -9.6416, -3.5433], [-5.5099, -7.6556, -4.6517], [5.1710, 2.1523, 2.4202], [3.7719, 1.8282, 2.9019], [3.5885, 0.4209, 2.9476], [5.3434, 1.7279, 1.4257], [5.3271, 3.2337, 2.3749], [5.9212, 1.7152, 3.0873], [3.0257, 2.2479, 2.2207], [3.5961, 2.2379, 3.9012], [4.2503, 0.0588, 3.5616], [2.5327, 5.8851, 2.4051], [3.1991, 5.7261, 3.7561], [2.2737, 5.1971, 4.6941], [1.6661, 6.5501, 2.4796], [3.2317, 6.2963, 1.6715], [2.1639, 4.9212, 2.0394], [3.5464, 6.6946, 4.1280], [4.0588, 5.0522, 3.6927], [1.9776, 4.3334, 4.3589], [3.0575, 9.0521, 6.2498], [3.8620, 8.5576, 7.4341], [3.1287, 7.5670, 8.1390], [2.1019, 9.4709, 6.5818], [3.6072, 9.8199, 5.6981], [2.8241, 8.2273, 5.5686], [4.0741, 9.3805, 8.1232], [4.8134, 8.1255, 7.1092], [2.9527, 6.8371, 7.5208], [-0.6455, 0.1212, 5.0687], [-0.0484, 1.3799, 4.4741], [1.3691, 1.2998, 4.4925], [-0.2999, -0.0195, 6.0980], [-1.7380, 0.1689, 5.0662], [-0.3297, -0.7617, 4.5033], [-0.3484, 2.2572, 5.0549], [-0.3789, 1.5207, 3.4405], [1.6257, 0.5225, 3.9671]]
}


(4)
{
  "formula": "C21H48ClInNO2P3",
  "method": "the ωB97M-V functional and the def2-TZVPD basis",
  "charge": 2,
  "e_above_lowest_kj_mol": 0.0,
  "symbols": ["C", "C", "H", "H", "H", "O", "Cl", "In", "P", "C", "C", "H", "H", "H", "H", "H", "H", "C", "H", "H", "H", "P", "C", "C", "H", "H", "H", "C", "H", "H", "H", "H", "H", "H", "C", "O", "C", "C", "C", "C", "P", "N", "C", "C", "C", "C", "C", "C", "C", "C", "H", "H", "H", "H", "H", "H", "H", "H", "H", "H", "H", "H", "H", "H", "H", "H", "H", "H", "H", "H", "H", "H", "H", "H", "H", "H", "H"],
  "xyz": [[5.4291, 3.8373, -2.9989], [4.1705, 3.4119, -2.3328], [5.4445, 4.9068, -3.2743], [5.5575, 3.2345, -3.9136], [6.2795, 3.6334, -2.3385], [3.1999, 4.0538, -2.0036], [4.1945, 1.5659, -2.0029], [1.2138, 0.7263, -0.6071], [0.6447, 0.7831, -3.1567], [-0.9755, 1.4783, -3.6194], [1.8066, 1.6617, -4.2411], [1.4053, 1.6751, -5.2672], [0.3188, -0.9369, -4.8332], [2.7752, 1.1388, -4.2257], [1.6618, -1.3309, -3.7120], [-1.0100, 2.5422, -3.3500], [1.9456, 2.6883, -3.8776], [0.6416, -0.9308, -3.7823], [-1.1020, 1.3801, -4.7074], [-0.0329, -1.5650, -3.1903], [-1.7924, 0.9509, -3.1082], [2.5469, 1.6579, 1.4254], [1.6263, 2.6509, 2.6400], [3.1530, 0.1840, 2.3127], [4.6455, 2.1366, 0.3468], [4.5907, 2.8416, 1.9960], [3.7144, 3.6208, 0.6285], [4.0140, 2.6625, 1.0754], [3.9306, -0.2982, 1.7024], [3.5733, 0.4874, 3.2829], [2.1862, 2.6620, 3.5882], [0.6246, 2.2332, 2.8143], [2.3348, -0.5310, 2.4788], [1.5236, 3.6782, 2.2628], [0.4379, 2.9759, -0.6473], [-0.1287, 3.9280, -0.3573], [-4.2647, -1.1215, 1.1324], [-3.0302, -0.2286, 0.9209], [-3.2067, 0.5697, -0.3865], [-2.9306, 0.7968, 2.0571], [-1.4565, -1.2156, 0.8442], [-0.3027, -0.2758, 0.2914], [-0.9881, -1.7696, 2.5511], [-2.1970, -2.3779, 3.2852], [0.1406, -2.8033, 2.4667], [-0.4507, -0.5673, 3.3599], [-1.6720, -2.6935, -0.2993], [-2.4770, -3.8027, 0.3962], [-2.3932, -2.2311, -1.5726], [-0.2801, -3.2177, -0.6893], [-5.1352, -0.4566, 1.2390], [-4.2120, -1.7188, 2.0459], [-4.4599, -1.7818, 0.2802], [-3.9999, 1.3154, -0.2164], [-2.2656, 1.0816, -0.6277], [-3.5145, -0.0466, -1.2408], [-2.9639, 0.3386, 3.0488], [-2.0240, 1.4131, 1.9560], [-3.8130, 1.4526, 1.9958], [-2.6627, -3.1974, 2.7291], [-1.8444, -2.8025, 4.2373], [-2.9582, -1.6263, 3.5256], [0.9936, -2.4188, 1.8908], [0.4741, -2.9980, 3.4994], [-0.1852, -3.7610, 2.0502], [0.2185, 0.0453, 2.7397], [-1.2407, 0.0792, 3.7598], [0.1126, -0.9634, 4.2201], [-3.4538, -3.4554, 0.7520], [-2.6589, -4.6113, -0.3265], [-1.9203, -4.2508, 1.2263], [-1.8894, -1.3587, -2.0115], [-2.3497, -3.0536, -2.2990], [-3.4542, -2.0069, -1.4121], [0.3933, -2.3966, -0.9650], [0.2012, -3.8072, 0.0982], [-0.4281, -3.8703, -1.5594]]
}


Number 1: strongest force on any atom 0.175 hartree/bohr, Kohn-Sham gap 2.4 eV. Number 2: strongest force on any atom 0.020 hartree/bohr, Kohn-Sham gap 9.8 eV. Number 3: strongest force on any atom 0.171 hartree/bohr, Kohn-Sham gap 6.2 eV. Number 4: strongest force on any atom 0.089 hartree/bohr, Kohn-Sham gap 6.8 eV.